*i*
Formula: C2HFN2O2
Source: the OMol25 dataset
Level of theory: the ωB97M-V functional and the def2-TZVPD basis

Geometry as XYZ:
```
8
Properties=species:S:1:pos:R:3
C 0.55119 0.70905 -1.11892
C 0.01848 0.12668 1.00062
N -0.58902 -0.78574 -1.06076
N -0.73587 -0.74222 0.21886
O -0.04670 0.27935 2.18213
O 0.82006 0.85126 0.14973
F 1.46970 0.83291 -2.02493
H -1.48785 -1.27130 0.65326
```

The LUMO energy (spin up / spin down) is -0.5 / -0.3 eV. Its charge is 0. The HOMO-LUMO gap (spin up / spin down) comes out at 8.32 / 8.53 eV.

---

*ii*
Formula: C2HFN2O2
Source: the OMol25 dataset
Level of theory: the ωB97M-V functional and the def2-TZVPD basis

Geometry as XYZ:
```
8
Properties=species:S:1:pos:R:3
C 1.09463 0.96885 -0.07211
C 0.34117 -0.26586 0.28770
N 1.64035 1.93281 -0.31175
N -1.12460 -0.29376 -0.24816
O -1.17842 -0.51158 -1.41586
O -1.99705 -0.13725 0.56584
F 0.38696 -0.58009 1.60595
H 0.83696 -1.11311 -0.41161
```

Its SMILES is N#C[C@@H](F)[N+](=O)[O-]. The LUMO energy is -0.6 eV. Its charge is 0. The HOMO-LUMO gap comes out at 11.61 eV.

---

Energy relative to the most stable one, in kJ/mol: *i* 6.8; *ii* 0.0

---

*i*
Formula: C10H10BBrCdF4
Source: the OMol25 dataset
Level of theory: the ωB97M-V functional and the def2-TZVPD basis

Geometry as XYZ:
```
27
Properties=species:S:1:pos:R:3
C -1.17373 -0.76142 -1.96253
C -1.22313 -1.74912 -0.96933
C -1.93613 -1.21492 0.13187
H -0.76273 -2.71912 -1.00833
C -2.34033 0.09108 -0.19873
C -1.84333 0.39238 -1.47463
H -1.96243 1.32878 -1.99063
H -0.69923 -0.85522 -2.92273
H -2.09593 -1.70202 1.07497
H -2.87543 0.76348 0.44307
Cd 0.00107 -0.00242 -0.14263
Br 0.80837 -1.84632 1.43707
C 1.96897 1.14128 0.21077
C 1.14847 1.90868 -0.65193
C 0.98607 1.18308 -1.84023
H 0.69537 2.85278 -0.41173
C 1.69237 -0.04242 -1.71173
C 2.32357 -0.04282 -0.45933
H 2.91727 -0.83912 -0.05463
H 2.23077 1.39358 1.22077
H 0.41617 1.49558 -2.69643
H 1.74737 -0.82902 -2.44343
F 0.00107 -0.00242 1.85737
B 0.00107 -0.00242 3.26737
F -0.55103 1.26278 3.72227
F -0.83153 -1.07982 3.78647
F 1.35697 -0.12482 3.78697
```

The LUMO energy is 6.0 eV. Its charge is -2. The HOMO-LUMO gap comes out at 5.65 eV.

---

*ii*
Formula: C10H10BBrCdF4
Source: the OMol25 dataset
Level of theory: the ωB97M-V functional and the def2-TZVPD basis

Geometry as XYZ:
```
27
Properties=species:S:1:pos:R:3
C 0.13313 1.73679 -1.95625
C -1.08699 1.94112 -1.24872
C -0.74316 2.36677 0.09581
H -2.08516 1.89129 -1.65710
C 0.68808 2.43620 0.17304
C 1.21750 2.01950 -1.07887
H 2.26411 2.01015 -1.36436
H 0.21407 1.46806 -3.00863
H -1.45343 2.73932 0.82648
H 1.25661 2.77863 1.02427
Cd -1.17025 -0.10560 0.46682
Br -3.59419 -0.56614 -0.00861
C 0.57128 -2.39801 0.35648
C 1.74617 -1.83741 -0.19589
C 1.48710 -1.49914 -1.54588
H 2.71093 -1.73150 0.31148
C 0.15877 -1.86263 -1.84717
C -0.42942 -2.42523 -0.67266
H -1.41151 -2.89250 -0.60848
H 0.45813 -2.84719 1.34727
H 2.21906 -1.10571 -2.26330
H -0.34301 -1.75883 -2.82244
F 0.22520 0.05857 2.81683
B -0.74581 -0.09776 3.91323
F -0.17141 -0.00931 5.19521
F -1.76164 0.86704 3.72223
F -1.41843 -1.32802 3.72784
```

The LUMO energy is 5.4 eV. Its charge is -2. The HOMO-LUMO gap comes out at 6.45 eV.

---

Energy relative to the most stable one, in kJ/mol: *i* 672.7; *ii* 0.0

---

*i*
Formula: CF2O3S
Source: the OMol25 dataset
Level of theory: the ωB97M-V functional and the def2-TZVPD basis

Geometry as XYZ:
```
7
Properties=species:S:1:pos:R:3
C 1.80090 0.28390 -0.24784
O 2.19945 -0.09859 0.71838
O -0.66470 -0.10531 -1.57514
O -0.21539 1.25073 0.43697
F -0.25437 -1.29993 0.57297
F -2.19059 -0.11833 0.29176
S -0.67531 0.08754 -0.19710
```

The LUMO energy is 0.0 eV. Its charge is 0. The HOMO-LUMO gap comes out at 12.72 eV.

---

*ii*
Formula: CF2O3S
Source: the OMol25 dataset
Level of theory: the ωB97M-V functional and the def2-TZVPD basis

Geometry as XYZ:
```
7
Properties=species:S:1:pos:R:3
C 0.55554 -0.00946 -0.83488
O -0.19719 0.94901 -0.43357
O 0.24652 -0.04320 1.88157
O 0.59415 -1.08171 -0.42268
F 1.38063 0.41023 -1.85595
F -1.78854 -0.75092 0.57096
S -0.79111 0.52604 1.09456
```

The LUMO energy is -0.1 eV. Its charge is 0. The HOMO-LUMO gap comes out at 12.04 eV.

---

Energy relative to the most stable one, in kJ/mol: *i* 70.5; *ii* 0.0

---

*i*
Formula: C38H25Br2Cl5CsN6O3
Source: the OMol25 dataset
Level of theory: the ωB97M-V functional and the def2-TZVPD basis

Geometry as XYZ:
```
80
Properties=species:S:1:pos:R:3
Cs 1.70985 -0.60416 -0.52829
O -4.29072 4.07017 2.93365
C -2.91221 4.39912 2.91715
C -2.14655 3.39448 2.10181
C -0.80035 3.60286 1.83027
C -0.11179 2.64434 1.10564
N -0.67682 1.53152 0.64764
C -1.96847 1.32781 0.89878
C -2.73840 2.23611 1.62952
C -2.55869 0.05356 0.39919
C -3.93371 -0.10861 0.25334
C -4.43272 -1.32198 -0.20374
C -5.91650 -1.53148 -0.33766
O -6.58088 -1.56704 0.92102
C -3.52971 -2.32516 -0.51412
C -2.17140 -2.07232 -0.35681
N -1.69944 -0.92124 0.09687
H -4.74561 4.67509 3.52443
H -2.50194 4.40635 3.93389
H -2.75655 5.39621 2.48899
H -0.28836 4.49382 2.17457
H 0.93506 2.77325 0.85635
H -3.77579 2.03920 1.85227
H -4.61858 0.70156 0.46808
H -6.11207 -2.44933 -0.90251
H -6.36623 -0.69784 -0.88030
H -6.08811 -2.15592 1.50207
H -3.86541 -3.28766 -0.88140
H -1.42229 -2.81858 -0.60285
C -4.01256 0.93256 -2.91198
C -3.11018 -0.02163 -3.34961
C -1.74735 0.23341 -3.29380
C -1.29468 1.44611 -2.79124
C -2.20330 2.40375 -2.32737
C -3.55679 2.14368 -2.39790
N 0.11732 1.63413 -2.79667
N 0.50440 2.64515 -2.19161
C 1.92885 2.71917 -2.20963
C 2.65220 2.79658 -3.39492
C 4.03156 2.79651 -3.29869
C 4.62094 2.69844 -2.05080
C 3.80526 2.62677 -0.93530
N 2.47220 2.66200 -1.00049
H -5.07699 0.73413 -2.95744
H -3.46522 -0.97148 -3.72834
H -1.02004 -0.50100 -3.61564
H -1.83356 3.33520 -1.92163
H -4.26694 2.87991 -2.04113
H 2.13635 2.81943 -4.34400
H 4.64240 2.84246 -4.19129
H 5.69488 2.65446 -1.93676
H 4.23101 2.51043 0.05398
Cl 1.36414 -1.95264 -3.62437
C 1.26511 -3.46266 -2.66506
C 0.85861 -3.37807 -1.35830
C 0.81484 -4.58582 -0.69676
Cl 0.28141 -4.59754 0.99040
C 1.14207 -5.81333 -1.26835
Cl 1.06853 -7.29672 -0.38439
C 1.53535 -5.83281 -2.60710
Cl 1.94222 -7.32792 -3.37334
C 1.59638 -4.64158 -3.32823
Cl 2.06539 -4.67234 -4.99451
Br 7.04989 -1.32054 0.30585
C 5.79084 -1.22707 1.72570
C 6.21833 -1.53617 3.01267
C 5.35756 -1.45088 4.07441
Br 6.00285 -1.87559 5.81891
C 4.01293 -1.06161 3.87826
C 3.06036 -0.93318 4.91212
C 1.77706 -0.56805 4.61523
C 1.43180 -0.34534 3.27232
N 2.29806 -0.42609 2.29212
C 3.57589 -0.76756 2.55766
C 4.48347 -0.81082 1.40395
O 4.07390 -0.50269 0.25745
H 7.24526 -1.83907 3.16600
H 3.36130 -1.12956 5.93229
H 1.02815 -0.46780 5.38993
H 0.41293 -0.08087 2.99950
```

The LUMO energy is 1.6 eV. Its charge is -1. The HOMO-LUMO gap comes out at 6.05 eV.

---

*ii*
Formula: C38H25Br2Cl5CsN6O3
Source: the OMol25 dataset
Level of theory: the ωB97M-V functional and the def2-TZVPD basis

Geometry as XYZ:
```
80
Properties=species:S:1:pos:R:3
Cs 0.35713 -0.16779 -0.61132
O 3.46796 -2.85530 6.17923
C 4.25184 -2.41089 5.08390
C 3.42124 -2.36088 3.83344
C 4.03113 -2.08694 2.61480
C 3.24051 -1.99220 1.48421
N 1.92125 -2.16706 1.49587
C 1.33755 -2.44911 2.65913
C 2.04873 -2.54423 3.85374
C -0.14317 -2.66423 2.61366
C -0.77733 -3.48285 3.54448
C -2.14552 -3.67604 3.44134
C -2.88862 -4.58515 4.38034
O -2.08765 -4.87651 5.51533
C -2.82509 -3.04302 2.40936
C -2.11183 -2.24718 1.52846
N -0.80057 -2.05259 1.63116
H 3.96408 -2.70686 6.98783
H 5.10394 -3.08043 4.91867
H 4.64671 -1.40632 5.27267
H 5.10072 -1.92704 2.54462
H 3.68143 -1.75081 0.52332
H 1.54555 -2.73205 4.79053
H -0.21784 -3.98037 4.32268
H -3.14629 -5.50581 3.84397
H -3.82548 -4.10159 4.67845
H -2.51517 -5.57349 6.01891
H -3.89310 -3.17269 2.27975
H -2.59797 -1.75151 0.69525
C 2.99670 0.89576 5.26162
C 3.16877 1.08670 3.89897
C 2.07038 1.03954 3.05180
C 0.80602 0.83371 3.58703
C 0.62800 0.61438 4.95079
C 1.73175 0.64014 5.78429
N -0.26382 0.85596 2.64166
N -1.38368 1.00067 3.14291
C -2.45937 0.98818 2.19407
C -3.73160 0.91214 2.74054
C -4.81096 0.86160 1.87521
C -4.57183 0.89762 0.51294
C -3.25745 0.98239 0.06489
N -2.21906 1.03167 0.89060
H 3.85348 0.94094 5.92432
H 4.15369 1.27504 3.49007
H 2.17250 1.18380 1.98123
H -0.36399 0.42577 5.33666
H 1.60905 0.46513 6.84579
H -3.84459 0.88294 3.81522
H -5.82169 0.79240 2.25672
H -5.38175 0.85247 -0.20258
H -3.02767 0.98595 -0.99494
Cl 4.06614 -0.10262 -1.71568
C 4.12378 1.49651 -0.93650
C 3.00211 1.93534 -0.27435
C 3.13163 3.19442 0.27375
Cl 1.73703 3.88609 1.12167
C 4.28586 3.97219 0.21326
Cl 4.38509 5.54258 0.94798
C 5.39548 3.46090 -0.45787
Cl 6.86014 4.38336 -0.55335
C 5.31992 2.20330 -1.05262
Cl 6.69702 1.57057 -1.89286
Br -3.29523 -4.49647 -2.29882
C -3.28181 -2.84886 -3.24833
C -4.07141 -2.72905 -4.38696
C -4.10617 -1.55732 -5.09679
Br -5.20503 -1.45919 -6.65020
C -3.34244 -0.44279 -4.68030
C -3.32639 0.80568 -5.34179
C -2.55945 1.82628 -4.85609
C -1.79366 1.60275 -3.69941
N -1.77347 0.45658 -3.06255
C -2.53180 -0.56877 -3.52086
C -2.46208 -1.81570 -2.73728
O -1.72925 -1.92175 -1.72901
H -4.66036 -3.57702 -4.70985
H -3.92765 0.93716 -6.23154
H -2.53160 2.79077 -5.34576
H -1.17015 2.39490 -3.29421
```

The LUMO energy is 1.5 eV. Its charge is -1. The HOMO-LUMO gap comes out at 5.92 eV.

---

Energy relative to the most stable one, in kJ/mol: *i* 76.9; *ii* 0.0

---

*i*
Formula: C4H10NOS
Source: the OMol25 dataset
Level of theory: the ωB97M-V functional and the def2-TZVPD basis

Geometry as XYZ:
```
17
Properties=species:S:1:pos:R:3
O -1.98456 -0.51541 0.26529
C -0.91469 -1.01700 0.00266
C 0.23944 -0.23553 -0.31308
C 1.60126 -0.77161 -0.30931
C 2.64384 0.29825 -0.51382
S 4.12716 0.20633 1.03608
N -4.52533 1.21572 -0.19781
H -0.85777 -2.11474 -0.00855
H 0.07961 0.82674 -0.51156
H 1.67344 -1.42745 0.58115
H 1.57422 -1.52969 -1.12318
H 2.86683 0.97000 0.45821
H 3.43141 -0.03139 -1.18202
H 3.24505 -0.06541 2.03263
H -3.74011 0.70632 0.12685
H -4.36786 1.91849 -0.89180
H -5.09193 1.56637 0.54826
```

The LUMO energy is -8.7 eV. Its charge is +1. The HOMO-LUMO gap comes out at 3.35 eV.

---

*ii*
Formula: C4H10NOS
Source: the OMol25 dataset
Level of theory: the ωB97M-V functional and the def2-TZVPD basis

Geometry as XYZ:
```
17
Properties=species:S:1:pos:R:3
C 0.78434 0.72895 1.70017
C 0.45151 1.50668 0.44858
C -0.60113 -0.59022 -1.27462
C -0.79231 -0.87982 -2.64426
N 0.18511 -0.63127 1.71182
O -1.31230 -0.94386 -0.32396
S 0.93623 0.36873 -1.00676
H 1.84349 0.66468 1.97621
H 0.35014 1.26595 2.48209
H -0.55566 1.75775 0.30957
H 1.10832 2.35021 0.36410
H -1.59231 -0.12303 -2.76850
H -1.16089 -1.88639 -2.93761
H 0.10977 -0.69288 -3.23006
H 0.95354 -1.19543 1.63006
H -0.04285 -0.87787 2.64556
H -0.66500 -0.82217 0.91764
```

Its SMILES is CC(=O)SCC[NH3+]. The LUMO energy is -3.6 eV. Its charge is +1. The HOMO-LUMO gap comes out at 10.38 eV.

---

*iii*
Formula: C4H10NOS
Source: the OMol25 dataset
Level of theory: the ωB97M-V functional and the def2-TZVPD basis

Geometry as XYZ:
```
17
Properties=species:S:1:pos:R:3
C -1.73982 1.13890 -0.27140
C -2.34505 -0.19900 -0.45420
C 2.71906 0.41763 0.61691
C 0.71864 -0.67992 -0.88775
N -1.01089 -0.05597 0.08434
O 1.03850 -1.72368 -0.15929
S 1.71642 0.70232 -0.86257
H -1.37029 1.66577 -1.13821
H -2.08581 1.77529 0.53107
H -3.12974 -0.53655 0.20904
H -2.40074 -0.60733 -1.45328
H 2.14030 0.66377 1.50083
H 3.57477 1.08066 0.54208
H 3.03867 -0.61632 0.63981
H 0.17855 -0.80560 -1.82151
H -0.89290 -0.25110 1.07367
H 0.60638 -2.54887 -0.42783
```

The LUMO energy is -3.6 eV. Its charge is +1. The HOMO-LUMO gap comes out at 10.30 eV.

---

Energy relative to the most stable one, in kJ/mol: *i* 679.4; *ii* 0.0; *iii* 129.3

---

*i*
Formula: C7H6NO
Source: the OMol25 dataset
Level of theory: the ωB97M-V functional and the def2-TZVPD basis

Geometry as XYZ:
```
15
Properties=species:S:1:pos:R:3
C 1.75564 -0.20107 -0.02734
C 0.93795 1.05447 0.05638
C -0.35881 1.15890 -0.00506
C 3.19468 0.04431 0.04017
C -0.20008 -1.65368 0.24526
C -1.54109 0.17816 0.08786
C -1.60732 -1.37700 -0.03397
N 0.87139 -1.23440 -0.01293
O 4.28745 0.37695 0.05410
H 1.52460 2.00826 -0.05836
H -0.68145 2.26284 0.05475
H -2.02697 0.60128 0.95358
H -2.13335 0.39868 -0.72388
H -1.64823 -1.79513 -1.10203
H -2.37439 -1.82255 0.47146
```

Its SMILES is O=C=C1C=CCCC#[N+]1. The LUMO energy is -5.1 eV. Its charge is +1. The HOMO-LUMO gap comes out at 8.01 eV.

---

*ii*
Formula: C7H6NO
Source: the OMol25 dataset
Level of theory: the ωB97M-V functional and the def2-TZVPD basis

Geometry as XYZ:
```
15
Properties=species:S:1:pos:R:3
C -0.43305 -1.28205 0.70154
C -1.30544 -0.32931 0.97706
C 1.27761 0.02538 -0.16470
C 0.84036 1.24396 0.18211
C 1.45714 2.30288 0.68310
C 0.23962 -0.94132 -0.64207
C -1.28433 0.68725 -0.05934
N -0.90147 -0.15209 -1.22010
O 1.77613 3.25947 1.20780
H -0.10768 -2.04376 1.34844
H -1.82446 -0.22665 1.85400
H 2.19478 -0.37241 -0.08716
H 0.43989 -1.84742 -1.14829
H -0.70066 0.39191 -2.13341
H -1.66844 -0.71584 -1.49899
```

The LUMO energy (spin up / spin down) is -5.6 / -5.6 eV. Its charge is +1. The HOMO-LUMO gap (spin up / spin down) comes out at 7.13 / 7.13 eV.

---

Energy relative to the most stable one, in kJ/mol: *i* 0.0; *ii* 148.9

---

*i*
Formula: C4H6N3
Source: the OMol25 dataset
Level of theory: the ωB97M-V functional and the def2-TZVPD basis

Geometry as XYZ:
```
13
Properties=species:S:1:pos:R:3
C 1.19585 -1.34105 0.10450
C 0.05238 -0.54118 -0.08831
C -0.33552 2.21613 0.06438
C -1.36754 -0.91875 -0.14648
N 2.27747 -0.43920 -0.06966
N 1.90020 0.74104 -0.18243
N 0.53144 0.70654 -0.17110
H 1.47614 -2.38941 0.27731
H 0.45924 3.03673 0.12942
H -1.36531 1.93857 0.43947
H -1.92661 -0.09644 -0.33881
H -1.54629 -1.25322 0.95428
H -1.35144 -1.65974 -0.97258
```

Its SMILES is C=[N+]1N=NC=C1C. The LUMO energy (spin up / spin down) is -6.0 / -8.6 eV. Its charge is +1. The HOMO-LUMO gap (spin up / spin down) comes out at 9.77 / 6.23 eV.

---

*ii*
Formula: C4H6N3
Source: the OMol25 dataset
Level of theory: the ωB97M-V functional and the def2-TZVPD basis

Geometry as XYZ:
```
13
Properties=species:S:1:pos:R:3
C -0.25347 0.00221 -1.57484
C 0.78886 -0.89393 1.16027
C -0.54664 1.09724 0.77841
C -0.48835 1.17319 -0.77870
N 0.16515 -1.14734 -1.17252
N 0.44153 0.25339 1.50784
N 0.45228 -1.56219 0.03400
H -0.53259 0.06207 -2.71287
H 1.46312 -1.46060 1.89313
H -0.30625 2.07877 1.28923
H -1.50936 0.82550 1.09063
H -0.69095 2.01308 -1.46344
H 1.01666 -2.44140 -0.05114
```

Its SMILES is C1=CN=[NH+]C=NC1. The LUMO energy (spin up / spin down) is -7.5 / -7.5 eV. Its charge is +1. The HOMO-LUMO gap (spin up / spin down) comes out at 7.68 / 7.68 eV.

---

*iii*
Formula: C4H6N3
Source: the OMol25 dataset
Level of theory: the ωB97M-V functional and the def2-TZVPD basis

Geometry as XYZ:
```
13
Properties=species:S:1:pos:R:3
C 1.27047 1.74841 -0.46345
C 0.35503 0.23397 -2.25151
C 0.86521 1.02438 -1.38213
C -0.70485 0.16737 0.72184
N 1.57083 2.42705 0.53094
N -1.60991 0.04660 -0.08258
N 0.08361 0.41645 1.58001
H -0.31197 -0.62804 -1.99947
H 0.69747 0.64433 -3.20039
H 2.43892 2.87832 0.52477
H -2.46826 -0.40579 0.23116
H 0.97652 2.08175 1.29576
H 0.69037 -0.18252 2.10591
```

The LUMO energy is -5.8 eV. Its charge is +1. The HOMO-LUMO gap comes out at 8.59 eV.

---

Energy relative to the most stable one, in kJ/mol: *i* 264.0; *ii* 9.7; *iii* 0.0